No. 1
The following is a DFT calculation (ωB97M-V/def2-TZVPD) of C2H6NO2P in the gas phase at a distorted geometry.

Summary:
SMILES: N[C@H](P)C(=O)O
Energy above the lowest of the compared OMol25 structures with the same formula, charge and spin, kcal/mol: 52.9
HOMO, Ha: -0.357
HOMO-LUMO gap, eV: 10.2
Net charge: 0
E_tot, eV: -17043.472

XYZ file:
```
12
C2H6NO2P, DFT ωB97M-V/def2-TZVPD
P -1.2409 -0.9201 -1.1819
O 0.4620 0.9825 1.8047
O -0.6770 -0.9771 1.8778
N 0.8436 0.9212 -0.8709
C -0.1023 -0.1136 1.2469
C 0.1983 -0.3230 -0.2546
H 0.8607 -1.4688 -0.2840
H 1.0519 0.8167 -1.8919
H -1.5364 -1.8736 -0.3187
H 0.5116 1.8192 1.1020
H 1.7676 1.1597 -0.4800
H -2.1391 -0.0231 -0.7493
```

***

No. 2
The following is a DFT calculation (ωB97M-V/def2-TZVPD) of 2 unconnected molecules or ions with the total composition C2H10NS2 at a distorted geometry.

Summary:
Energy above the lowest of the compared OMol25 structures with the same formula, charge and spin, kcal/mol: 23.7
HOMO, Ha: -0.470
HOMO-LUMO gap, eV: 9.3
Net charge: +1
E_tot, eV: -25389.488

XYZ file:
```
15
C2H10NS2, DFT ωB97M-V/def2-TZVPD
S 1.3011 -0.5382 -0.0230
S 1.6776 1.3891 -0.8650
N -1.6454 0.0754 -0.8434
C 2.7694 -0.8797 1.0122
C -2.3539 0.4053 0.3786
H 3.6201 -1.2659 0.4686
H 2.4362 -1.5830 1.7768
H 1.4838 0.9286 -2.0875
H -2.0062 0.8171 -1.4743
H -2.0821 -0.8015 -1.2167
H -0.5612 -0.0633 -0.7036
H -1.8579 1.0707 1.0693
H -2.4620 -0.5750 0.9078
H 2.9946 0.1358 1.4334
H -3.3141 0.8846 0.1668
```

***

No. 3
The following is a DFT calculation (ωB97M-V/def2-TZVPD) of 2 unconnected molecules or ions with the total composition C5H10O.

Summary:
SMILES: C[C@H]1CCC1=O.[H][H]
Energy above the lowest of the compared OMol25 structures with the same formula, charge and spin, kcal/mol: 40.9
HOMO, Ha: -0.348
HOMO-LUMO gap, eV: 10.5
Net charge: 0
E_tot, eV: -7392.990

XYZ file:
```
16
C5H10O, DFT ωB97M-V/def2-TZVPD
O -0.8584 1.5715 1.0433
C -0.0653 0.7972 0.5762
C 1.3067 -0.4270 -0.5073
C 1.4455 0.8290 0.3934
C -0.2212 -0.4982 -0.2226
C -1.1902 -0.3305 -1.3848
H 1.8033 1.7465 -0.0821
H -1.5198 0.0118 2.4795
H 1.9951 0.6790 1.3282
H -1.2980 -0.6521 2.7288
H 1.8729 -1.2961 -0.1639
H -1.0070 0.6226 -1.8944
H -0.4983 -1.3610 0.3966
H 1.5454 -0.2436 -1.5584
H -2.2197 -0.3127 -1.0143
H -1.0909 -1.1366 -2.1181
```

***

No. 4
The following is a DFT calculation (ωB97M-V/def2-TZVPD) of a gas-phase ion, C3H10NS (charge +1) at a distorted geometry.

Summary:
Energy above the lowest of the compared OMol25 structures with the same formula, charge and spin, kcal/mol: 102.9
HOMO, Ha: -0.508
HOMO-LUMO gap, eV: 7.8
Net charge: +1
E_tot, eV: -15587.638

XYZ file:
```
15
C3H10NS, DFT ωB97M-V/def2-TZVPD
S 0.3201 0.4806 0.1589
N -2.5245 0.6823 0.3957
C -1.5289 -0.2975 0.2294
C 1.9990 1.5195 -0.7082
C 1.0315 -1.5738 0.2314
H 2.4955 0.7711 -1.3201
H 2.4933 1.6294 0.2661
H 0.2915 -1.6493 -0.5559
H 1.4389 2.3146 -1.2029
H 0.8470 -2.1636 1.1412
H -2.4853 1.4201 1.0847
H 2.0295 -1.5837 -0.1577
H -1.4977 -1.1103 0.9609
H -1.4639 -0.7193 -0.7629
H -3.4461 0.2800 0.2395
```

***

No. 5
The following is a DFT calculation (ωB97M-V/def2-TZVPD) of C5H12N2 in the gas phase at a distorted geometry.

Summary:
SMILES: [H]/N=C(\C)C[C@@H](C)N
Energy above the lowest of the compared OMol25 structures with the same formula, charge and spin, kcal/mol: 52.0
HOMO, Ha: -0.319
HOMO-LUMO gap, eV: 9.7
Net charge: 0
E_tot, eV: -8357.881

XYZ file:
```
19
C5H12N2, DFT ωB97M-V/def2-TZVPD
N 1.2884 -1.2971 1.1685
N -2.0803 -0.5778 -1.3799
C 0.0752 -0.2789 -0.8689
C -1.0896 -0.4418 -0.0032
C -1.5080 0.7208 0.8698
C 1.2889 -0.3472 0.3451
C 2.4164 0.6205 0.1303
H 0.1527 0.6973 -1.3418
H 3.3726 0.1614 -0.1279
H -1.4384 1.6660 0.3307
H -0.8772 0.7601 1.7569
H 2.2363 1.3101 -0.6970
H -2.5423 0.5891 1.1840
H 2.6511 1.2863 0.9642
H -2.4217 0.3010 -1.7615
H 0.3116 -1.1197 -1.5127
H -1.1492 -1.4118 0.4837
H 2.1598 -1.4100 1.6931
H -2.8463 -1.2284 -1.2333
```

***

No. 6
The following is a DFT calculation (ωB97M-V/def2-TZVPD) of 8 unconnected molecules or ions with the total composition C6H27NO8 at a distorted geometry.

Summary:
SMILES: CCCN(C)CC=O.O.O.O.O.O.O.O
Energy above the lowest of the compared OMol25 structures with the same formula, charge and spin, kcal/mol: 80.7
HOMO, Ha: -0.327
HOMO-LUMO gap, eV: 9.1
Net charge: 0
E_tot, eV: -24528.305

XYZ file:
```
42
C6H27NO8, DFT ωB97M-V/def2-TZVPD
O 1.6598 0.9217 0.1703
O 4.2649 2.8993 0.8472
O 1.1267 -2.5836 2.6000
O -0.2756 2.8023 -3.0347
O -1.6874 -3.7246 -1.1409
O -0.4586 2.9303 2.6059
O 1.0517 -3.2965 -0.3551
O 3.6809 0.1352 1.7268
N -0.4887 -0.1527 -1.4035
C -0.1058 -1.2956 -0.5298
C -1.7995 0.3900 -1.0092
C -3.1386 0.5471 1.2888
C -0.4872 -0.5649 -2.8000
C 0.9213 -2.2937 -1.0120
C -1.8313 0.7792 0.4815
H -1.0293 0.2894 1.0200
H 1.4634 -3.0531 3.3690
H -2.2111 -4.3587 -0.6468
H 0.1092 3.6766 -3.1270
H -1.3291 -1.1611 -3.1900
H -0.5340 0.3423 -3.4169
H -2.5726 -0.3242 -1.3293
H 1.3369 -3.1409 1.8376
H 2.7783 -0.0436 1.3645
H -0.8255 -4.0953 -1.3386
H 1.6762 -1.8336 -1.6713
H 1.1741 1.6804 0.5153
H -0.1977 2.4935 -2.1264
H 3.3026 2.8303 0.7880
H -0.7875 3.3728 3.3946
H -2.9623 1.1688 2.1638
H -3.9756 0.7875 0.6519
H -0.9109 -1.8897 -0.0900
H 0.2421 -0.7924 0.3692
H -1.5759 1.8401 0.4883
H 3.3643 -0.0120 2.6293
H -0.3244 2.0114 2.8689
H -3.1784 -0.5025 1.5794
H 0.4324 -1.0579 -3.0787
H 1.6807 1.0281 -0.7866
H 4.4319 1.9430 0.8828
H -2.0101 1.3075 -1.5562
```